i | Molecular formula: C6H10
Method: DFT, ωB97M-V/def2-TZVPD

```
16
Properties=species:S:1:pos:R:3:mulliken_charge:R:1
C 2.0993 0.0400 -0.0100 -1.219
C 0.8380 -0.3670 0.7520 -0.345
C -1.2306 -1.5288 -1.1344 -0.703
C -1.9212 -0.3068 -0.8595 -0.038
C -1.4656 0.6425 0.0099 -0.305
C -0.2098 0.7575 0.8175 -0.485
H 2.5833 0.9185 0.4385 0.336
H 1.8617 0.2816 -1.0537 0.281
H 2.8255 -0.7813 -0.0182 0.360
H 1.1053 -0.6740 1.7686 0.290
H -1.6092 -1.9059 -2.1052 0.169
H 0.3796 -1.2290 0.2609 0.385
H -2.8520 -0.0309 -1.3695 0.314
H -2.1020 1.5277 0.1098 0.305
H 0.2401 1.7253 0.5394 0.339
H -0.5425 0.9307 1.8539 0.318
```

Output
2S+1: 1
Charge: 0
Orbital gap (spin up / spin down), eV: 7.34 / 7.52



ii | Molecular formula: C6H10
Method: DFT, ωB97M-V/def2-TZVPD

```
16
Properties=species:S:1:pos:R:3:mulliken_charge:R:1
C 1.7098 1.5608 -0.3635 -0.772
C -1.6936 1.1788 0.7437 -0.531
C 1.3078 0.2947 -0.5401 0.170
C -1.4765 0.0573 0.1998 0.275
C 2.1465 -0.9125 -0.2886 -0.775
C -2.2866 -1.1004 -0.0923 -0.992
H 2.7677 1.7574 -0.2492 0.250
H 1.0891 2.3459 -0.3451 0.377
H -2.5749 1.3589 1.3533 0.290
H -0.8605 1.8041 0.7444 0.126
H 2.1532 -1.6073 -1.2069 0.243
H 1.7810 -1.4720 0.6627 0.206
H 3.2771 -0.6793 -0.2028 0.291
H -1.9635 -1.8816 0.7012 0.226
H -3.3462 -1.0064 -0.0710 0.362
H -2.0303 -1.6985 -1.0456 0.255
```

Output
2S+1: 1
Charge: 0
Orbital gap (spin up / spin down), eV: 9.06 / 8.42



Most stable to least stable, the ends of the list are i and ii.



i | Molecular formula: C6H10
Method: DFT, ωB97M-V/def2-TZVPD

```
16
Properties=species:S:1:pos:R:3:mulliken_charge:R:1
C 2.1445 -0.3136 0.0792 -1.447
C 0.6845 -0.0243 -0.4254 0.487
C -0.4844 -0.9144 0.0859 -0.908
C -2.0994 0.0626 -0.3361 -0.550
C -1.2276 0.9396 0.5531 -0.314
C 0.0476 1.2364 0.1338 -0.718
H 2.2723 -0.2101 1.1644 0.341
H 2.8684 0.3849 -0.3774 0.365
H 2.4803 -1.3263 -0.1973 0.371
H 0.7436 -0.1108 -1.5135 0.236
H -0.7960 -1.7762 -0.4407 0.407
H -0.2338 -1.2202 1.1320 0.335
H -2.9820 -0.5528 -0.1026 0.347
H -2.2127 0.3366 -1.4106 0.251
H -1.7104 1.2669 1.4553 0.392
H 0.5051 2.2217 0.1999 0.405
```

Output
2S+1: 1
Charge: 0
Orbital gap, eV: 8.45



ii | Molecular formula: C6H10
Method: DFT, ωB97M-V/def2-TZVPD

```
16
Properties=species:S:1:pos:R:3:mulliken_charge:R:1
C 2.5497 0.3246 0.0875 0.072
C 1.5289 0.7660 0.5463 -0.417
C 0.1582 1.0863 0.9296 -0.784
C -0.7941 0.1029 0.1562 0.493
C -0.7366 0.2395 -1.3790 -1.379
C -0.5736 -1.3897 0.4785 -1.381
H 3.4654 -0.0496 -0.3025 0.379
H -0.0472 2.1484 0.7111 0.343
H 0.0563 1.0165 2.0261 0.341
H -1.8134 0.3580 0.4696 0.253
H -1.5366 -0.3679 -1.8232 0.386
H 0.2069 -0.1392 -1.7931 0.308
H -0.8718 1.2668 -1.7326 0.345
H -0.5857 -1.6161 1.5497 0.344
H -1.3758 -1.9767 0.0113 0.388
H 0.3694 -1.7698 0.0645 0.307
```

Output
SMILES: C#CCC(C)C
2S+1: 1
Charge: 0
Orbital gap, eV: 11.01



iii | Molecular formula: C6H10
Method: DFT, ωB97M-V/def2-TZVPD

```
16
Properties=species:S:1:pos:R:3:mulliken_charge:R:1
C -1.8293 0.9426 0.9395 -1.210
C -0.5999 0.1845 0.5474 0.623
C -0.5384 -1.0912 0.0730 -0.297
C 0.7948 -1.5045 -0.3157 -0.817
C 1.6633 -0.3238 0.0530 -0.162
C 0.7612 0.8092 0.6046 -0.570
H -1.8737 1.9222 0.4289 0.305
H -2.7411 0.3683 0.6994 0.319
H -1.8209 1.1500 2.0297 0.293
H -1.4197 -1.7241 -0.0557 0.386
H 0.6635 -1.6091 -2.9404 -0.218
H 0.4926 -1.3051 -3.5973 0.206
H 2.4436 -0.6439 0.7708 0.325
H 2.2050 -0.0243 -0.8665 0.247
H 0.7888 1.7294 -0.0016 0.288
H 1.0102 1.1197 1.6308 0.282
```

Output
2S+1: 1
Charge: 0
Orbital gap, eV: 7.80



Most stable to least stable, the ends of the list are ii and i.



i | Molecular formula: C3H9NO3
Method: DFT, ωB97M-V/def2-TZVPD

```
16
Properties=species:S:1:pos:R:3:mulliken_charge:R:1
N -0.8855 -0.6097 -1.5871 -0.587
C -0.3911 -0.8601 -0.1933 -0.361
C -1.5591 -1.0756 0.7540 -0.506
C -1.1546 -1.2403 2.2056 0.517
O -1.8942 -1.7434 3.0132 -0.557
O 0.0939 -0.8395 2.4687 -0.421
H -0.2126 -0.9318 -2.2539 0.221
H -1.0808 0.3751 -1.6705 0.213
H 0.1142 -1.8056 -0.3990 0.308
H 0.1136 0.0465 0.1367 0.252
H -2.1970 -1.9047 0.4423 0.336
H -2.2923 -0.2509 0.7583 0.249
H 0.3073 -0.7539 3.3867 0.335
O 3.9698 3.6233 -2.4107 -0.649
H 3.6461 3.9321 -1.5437 0.324
H 3.4223 4.0386 -3.1073 0.325
```

Output
SMILES: NCCC(=O)O.O
2S+1: 1
Charge: 0
Orbital gap, eV: 9.96



ii | Molecular formula: C3H9NO3
Method: DFT, ωB97M-V/def2-TZVPD

```
16
Properties=species:S:1:pos:R:3:mulliken_charge:R:1
C 0.7974 1.2891 0.6705 -0.693
C 1.7506 0.1198 0.7192 0.431
O 2.7263 0.1373 1.4193 -0.556
N 1.4699 -0.9728 -0.1008 -0.159
C 0.0904 -1.3642 -0.3899 -0.591
O -0.5909 -0.5533 -1.3216 -0.468
H -0.2398 0.9599 0.6365 0.255
H 0.9891 1.9096 -0.1921 0.235
H 0.8911 1.8868 1.5794 0.283
H 2.0598 -1.4107 -0.7805 0.256
H -0.4688 -1.3181 0.5352 0.384
H 0.1410 -2.4008 -0.7392 0.360
H -0.0674 -0.5202 -2.1330 0.273
O -2.9426 1.0245 -0.0856 -0.624
H -3.1711 0.2199 -0.5595 0.307
H -3.4350 0.9932 0.7420 0.306
```

Output
SMILES: CC(=O)NCO.O
2S+1: 1
Charge: 0
Orbital gap, eV: 10.31



Most stable to least stable, the ends of the list are i and ii.